Below is 2 unconnected molecules or ions with the total composition CH4N3 in a non-equilibrium geometry, with properties calculated with wB97M-V/def2-TZVPD.

The geometry in ORCA input format:
```
! wB97M-V def2-TZVPD RIJCOSX def2/J DEFGRID3
* xyz 1 1
C -0.27 0.00 0.15
N -1.47 0.72 0.23
N -1.28 -0.68 -0.19
N 2.16 -0.27 0.04
H -2.08 1.05 1.07
H -1.86 -1.31 -0.65
H 2.04 -0.02 -1.06
H 2.77 0.49 0.40
*
```

Properties
Gap between HOMO and LUMO (alpha / beta) = 6.78 / 6.64 eV
LUMO energy (alpha / beta) = -0.308 / -0.313 Eh
Relative energy (zero: lowest compared OMol25 entry of this formula, charge and spin) = 213.5 kcal per mole
Largest force on an atom = 0.078 hartree/bohr
HOMO energy (alpha / beta) = -15.166 / -15.166 eV